# 1
Below is a structure of composition C25H36OP2ScSi at a distorted geometry, with properties calculated with the ωB97M-V functional and the def2-TZVPD basis.

The value obtained for the LUMO energy is -2.99 eV. The HOMO energy comes out at -0.36623 Ha. The value obtained for the energy relative to the best compared isomer or geometry (same formula, charge and spin) is 58.7 kJ/mol. The value obtained for the orbital gap is 6.97 eV.

ORCA input file:
```
! RIJCOSX wB97M-V def2-TZVPD def2/J DEFGRID3
* xyz 1 1
Sc 2.36 -0.72 -1.68
H 0.71 -1.55 1.11
H 0.04 -1.89 0.96
P 3.22 0.61 0.64
P 0.59 -2.80 -2.13
C -0.40 -2.32 -3.57
H -0.62 -3.25 -4.15
H -1.36 -1.86 -3.22
H 0.16 -1.61 -4.21
C 1.74 -3.97 -2.83
H 2.22 -4.63 -2.06
H 1.19 -4.68 -3.52
H 2.54 -3.50 -3.44
C -0.58 -3.83 -1.17
H -1.44 -3.20 -0.88
H -0.91 -4.64 -1.84
H -0.04 -4.25 -0.31
C 4.96 0.20 0.29
H 5.63 0.93 0.80
H 5.26 -0.80 0.68
H 5.21 0.22 -0.79
C 3.18 2.39 0.41
H 2.28 2.81 0.90
H 4.08 2.85 0.91
H 3.21 2.66 -0.66
C 3.11 0.44 2.41
H 3.11 -0.63 2.72
H 3.99 0.92 2.90
H 2.18 0.94 2.79
C 0.42 0.30 -1.01
O 0.67 0.44 -2.20
H 3.51 -0.40 -3.05
C -4.24 -2.40 -0.95
C -3.71 -1.50 -1.91
C -2.78 -0.53 -1.52
C -2.32 -0.43 -0.20
C -2.93 -1.20 0.76
C -3.85 -2.21 0.40
Si -0.92 0.78 0.24
C -1.33 2.52 -0.29
C -0.33 3.34 -0.78
C -0.67 4.61 -1.22
C -2.00 5.11 -1.14
C -3.00 4.30 -0.58
C -2.66 3.00 -0.15
C -0.61 0.69 2.07
C -0.37 1.83 2.81
C -0.06 1.79 4.13
C 0.11 0.60 4.80
C -0.08 -0.62 4.13
C -0.59 -0.61 2.78
H -4.90 -3.21 -1.22
H -3.99 -1.61 -2.90
H -2.41 0.16 -2.25
H -2.67 -1.07 1.81
H -4.24 -2.88 1.16
H 0.71 3.03 -0.85
H 0.15 5.23 -1.66
H -2.21 6.10 -1.58
H -4.03 4.65 -0.56
H -3.39 2.35 0.23
H -0.53 2.84 2.24
H 0.00 2.71 4.68
H 0.34 0.53 5.83
H 0.14 -1.62 4.56
H -0.85 -1.50 2.31
*
```

=====

# 2
Below is a structure of composition C12H33CdN3O3 at a distorted geometry, with properties calculated with the ωB97M-V functional and the def2-TZVPD basis.

The value obtained for the LUMO energy is -9.34 eV. The HOMO energy comes out at -0.58138 Ha. The value obtained for the energy relative to the best compared isomer or geometry (same formula, charge and spin) is 377.6 kJ/mol. The value obtained for the orbital gap is 6.48 eV.

ORCA input file:
```
! RIJCOSX wB97M-V def2-TZVPD def2/J DEFGRID3
* xyz 2 1
Cd 0.02 0.01 0.43
C 1.68 -3.29 4.20
C 1.23 -2.93 2.75
C -0.04 -3.58 2.36
O -0.38 -3.18 1.05
C -0.53 -4.26 0.13
N 1.10 -1.48 2.79
H 2.51 -2.68 4.55
H 1.91 -4.36 4.20
H 0.88 -3.10 4.91
H 2.09 -3.29 2.18
H -0.85 -3.17 2.97
H 0.14 -4.65 2.48
H -1.41 -4.83 0.44
H 0.37 -4.85 0.04
H -0.65 -3.88 -0.88
H 0.55 -1.32 3.62
H 2.06 -1.23 3.00
C -4.09 3.35 1.14
C -2.72 2.77 0.71
C -1.48 3.70 0.98
O -0.31 3.05 0.51
C 0.75 3.97 0.26
N -2.47 1.51 1.39
H -4.86 3.28 0.37
H -4.11 4.42 1.33
H -4.57 2.77 1.92
H -2.92 2.59 -0.35
H -1.37 3.85 2.06
H -1.68 4.71 0.61
H 0.69 4.29 -0.77
H 1.75 3.55 0.26
H 0.72 4.85 0.90
H -3.34 1.00 1.42
H -2.41 1.77 2.37
C 0.09 -0.13 -5.11
C 0.49 -0.37 -3.63
C 1.69 0.50 -3.15
O 2.15 0.00 -1.83
C 3.56 0.09 -1.81
N -0.54 0.02 -2.62
H 0.40 -0.94 -5.77
H 0.39 0.87 -5.44
H -1.00 -0.20 -5.17
H 0.76 -1.41 -3.47
H 1.45 1.55 -3.26
H 2.43 0.32 -3.93
H 3.96 0.93 -2.37
H 4.10 -0.77 -2.20
H 4.05 0.07 -0.84
H -0.99 0.81 -3.06
H -1.25 -0.69 -2.70
*
```

=====

# 3
Below is an isolated molecule of C5H13N2O at a distorted geometry, with properties calculated with the ωB97M-V functional and the def2-TZVPD basis.

The value obtained for the LUMO energy (spin up / spin down) is 0.98 / 0.96 eV. The HOMO energy (spin up / spin down) comes out at -0.15070 / -0.32073 Ha. The value obtained for the energy relative to the best compared isomer or geometry (same formula, charge and spin) is 223.6 kJ/mol. The value obtained for the orbital gap (spin up / spin down) is 5.08 / 9.69 eV.

ORCA input file:
```
! RIJCOSX wB97M-V def2-TZVPD def2/J DEFGRID3
* xyz 0 2
C -1.01 2.81 -0.15
O -1.32 3.65 0.93
C -0.05 1.72 0.40
C -0.09 0.43 -0.46
C 0.82 -0.65 0.21
N 1.30 -3.31 -1.09
C 0.41 -3.12 -0.10
N -0.02 -1.91 0.36
H -0.46 3.26 -0.97
H -1.94 2.21 -0.45
H -2.11 4.15 0.74
H -0.12 1.46 1.44
H 0.92 2.19 0.18
H -1.10 0.12 -0.72
H 0.29 0.79 -1.45
H 1.72 -0.75 -0.36
H 0.78 -0.38 1.27
H 1.72 -2.50 -1.53
H 1.53 -4.22 -1.43
H 0.10 -4.06 0.38
H -0.61 -1.86 1.18
*
```

=====

# 4
Below is a cluster of 5 separate species, C11H13Cl9N2 in total at a distorted geometry, with properties calculated with the ωB97M-V functional and the def2-TZVPD basis.

The value obtained for the LUMO energy is 0.15 eV. The HOMO energy comes out at -0.31331 Ha. The value obtained for the orbital gap is 8.68 eV.

ORCA input file:
```
! RIJCOSX wB97M-V def2-TZVPD def2/J DEFGRID3
* xyz 0 1
C -14.02 4.20 5.44
C -15.21 4.63 4.74
C -14.79 5.33 3.59
N -13.47 5.38 3.65
C -12.94 4.70 4.72
H -13.98 3.81 6.42
H -16.23 4.47 5.12
H -15.34 5.79 2.83
H -12.95 5.75 2.87
H -11.88 4.69 4.85
C -8.83 4.36 6.78
C -8.01 4.63 5.64
C -8.44 5.83 5.06
N -9.50 6.27 5.85
C -9.73 5.39 6.91
H -8.71 3.42 7.24
H -7.17 4.11 5.39
H -8.04 6.33 4.25
H -9.87 7.17 5.94
H -10.59 5.57 7.56
Cl -16.41 3.95 7.78
C -17.29 4.10 9.31
Cl -17.18 2.55 10.12
Cl -18.99 4.45 9.14
H -16.93 4.90 9.92
Cl -9.13 9.08 1.73
C -10.49 8.83 2.85
Cl -12.08 9.06 2.19
Cl -10.24 9.72 4.43
H -10.40 7.85 3.23
Cl -14.18 9.11 6.25
C -14.28 7.60 7.02
Cl -15.87 7.44 7.79
Cl -12.93 7.28 8.15
H -14.17 6.87 6.17
*
```

=====

# 5
Below is an isolated molecule of C3H4FNS2 at a distorted geometry, with properties calculated with the ωB97M-V functional and the def2-TZVPD basis.

The value obtained for the LUMO energy is 0.68 eV. The HOMO energy comes out at -0.32836 Ha. The value obtained for the energy relative to the best compared isomer or geometry (same formula, charge and spin) is 123.5 kJ/mol. The value obtained for the orbital gap is 9.62 eV.

ORCA input file:
```
! RIJCOSX wB97M-V def2-TZVPD def2/J DEFGRID3
* xyz 0 1
F 0.28 0.46 -2.05
C 0.15 -0.86 -1.69
C 0.59 -1.38 -0.56
S 1.37 -0.53 0.73
C 0.61 1.06 0.40
N -0.57 1.33 0.49
S -1.71 0.19 1.03
H -0.22 -1.43 -2.58
H 0.40 -2.43 -0.42
H 1.32 1.83 0.00
H -2.73 1.04 0.91
*
```

=====

# 6
Below is a cluster of 2 separate species, C4H7N3 in total, with properties calculated with the ωB97M-V functional and the def2-TZVPD basis.

The value obtained for the LUMO energy is 0.84 eV. The HOMO energy comes out at -0.30082 Ha. The value obtained for the energy relative to the best compared isomer or geometry (same formula, charge and spin) is 524.9 kJ/mol. The value obtained for the orbital gap is 9.03 eV.

ORCA input file:
```
! RIJCOSX wB97M-V def2-TZVPD def2/J DEFGRID3
* xyz 0 1
C 2.29 0.29 0.20
N 1.15 0.55 -0.66
C -0.09 0.61 -0.18
N -1.14 0.97 -0.79
N -2.23 0.36 -1.00
C -2.07 -1.19 0.73
C -0.90 -1.08 1.08
H 2.05 0.62 1.22
H 2.54 -0.78 0.21
H 3.16 0.86 -0.15
H 1.29 0.41 -1.65
H -2.96 1.08 -1.15
H -3.09 -1.44 0.53
H 0.01 -1.25 1.62
*
```